1.
{
  "formula": "C49H46N6NaO3S2Sb",
  "method": "ωB97M-V/def2-TZVPD",
  "symbols": ["Na", "C", "O", "C", "C", "C", "C", "C", "C", "N", "N", "C", "C", "O", "C", "C", "C", "C", "C", "C", "C", "C", "H", "H", "H", "H", "H", "H", "H", "H", "H", "H", "H", "H", "H", "S", "C", "C", "C", "C", "C", "C", "N", "C", "C", "C", "C", "C", "C", "C", "C", "N", "C", "C", "C", "C", "C", "S", "C", "H", "H", "H", "H", "H", "H", "H", "H", "H", "H", "H", "H", "N", "C", "O", "C", "C", "C", "C", "N", "C", "H", "H", "H", "H", "H", "H", "C", "C", "Sb", "C", "C", "C", "C", "H", "H", "H", "H", "H", "H", "H", "H", "H", "H", "H", "H", "H", "H", "H"],
  "coordinates": [[0.0643, -0.0297, 0.3160], [1.7053, -2.1004, -1.8260], [0.8483, -1.8743, -0.7299], [0.0695, -2.9364, -0.3255], [-0.1549, -4.0696, -1.0847], [-1.0262, -5.0583, -0.6455], [-1.6643, -4.9250, 0.5731], [-1.3961, -3.8361, 1.3763], [-0.5243, -2.8258, 0.9526], [-0.2762, -1.6930, 1.6795], [-0.2602, -1.8051, 2.9592], [-0.1564, -0.7219, 3.7315], [-0.2235, 0.6360, 3.2318], [-0.3733, 0.9247, 2.0203], [-0.1238, 1.6926, 4.2159], [0.0938, 1.4495, 5.5249], [0.2107, 0.1218, 6.0285], [0.4793, -0.1167, 7.3832], [0.5748, -1.3985, 7.8665], [0.3931, -2.4764, 6.9962], [0.1410, -2.2627, 5.6618], [0.0518, -0.9630, 5.1369], [2.3601, -2.9561, -1.6345], [1.1564, -2.2640, -2.7560], [2.3069, -1.2041, -1.9449], [0.3533, -4.2070, -2.0252], [-1.2024, -5.9245, -1.2647], [-2.3651, -5.6763, 0.9005], [-1.8640, -3.7412, 2.3445], [-0.2069, 2.7046, 3.8366], [0.1828, 2.2648, 6.2322], [0.6081, 0.7311, 8.0423], [0.7889, -1.5764, 8.9108], [0.4521, -3.4851, 7.3839], [0.0132, -3.0909, 4.9819], [-4.9334, -1.2803, 2.2514], [-6.4745, -1.1752, 2.9972], [-7.1322, -0.0322, 2.6647], [-6.3883, 0.7837, 1.7949], [-5.1638, 0.2571, 1.4686], [-4.1299, 0.8265, 0.6381], [-2.9678, 0.0896, 0.3280], [-1.9703, 0.5443, -0.3785], [-2.0095, 1.8084, -0.8243], [-3.1448, 2.6292, -0.6238], [-3.1622, 3.9516, -1.1551], [-2.0882, 4.4477, -1.8101], [-0.9140, 3.6616, -1.9980], [0.2170, 4.1644, -2.6447], [1.3298, 3.3546, -2.8159], [1.2358, 2.0319, -2.3275], [0.1996, 1.5403, -1.7003], [-0.8734, 2.3294, -1.5163], [2.5353, 3.8384, -3.4476], [2.7569, 5.0549, -4.0458], [4.0625, 5.2022, -4.5436], [4.8284, 4.0998, -4.3201], [3.9717, 2.8591, -3.5036], [-4.2141, 2.1071, 0.1100], [-6.8039, -1.9659, 3.6415], [-8.1107, 0.2224, 3.0301], [-6.7564, 1.7240, 1.4269], [-2.8625, -0.9273, 0.6832], [-4.0543, 4.5473, -1.0156], [-2.0954, 5.4533, -2.2068], [0.2094, 5.1833, -3.0034], [2.0673, 1.3573, -2.4834], [2.0124, 5.8249, -4.1348], [4.4168, 6.0870, -5.0439], [5.8536, 3.9415, -4.5928], [-5.0906, 2.7189, 0.2710], [6.5045, -0.6000, -1.8514], [5.1739, -0.3929, -1.7352], [4.5224, 0.1830, -2.5821], [4.5406, -0.9573, -0.5097], [4.7700, -2.2640, -0.0931], [4.0397, -2.7533, 0.9758], [3.1158, -1.9164, 1.5885], [2.9066, -0.6667, 1.2087], [3.5923, -0.2046, 0.1830], [6.9789, -0.2367, -2.6618], [7.0431, -1.0330, -1.1219], [5.4776, -2.8873, -0.6221], [4.1708, -3.7685, 1.3148], [2.5055, -2.2561, 2.4123], [3.3913, 0.8182, -0.1057], [-2.3059, -3.2703, -5.2212], [-1.1608, -2.6479, -4.4461], [-1.5442, -1.1176, -2.8684], [-1.8045, 0.6096, -4.2030], [-2.1199, 0.3326, -5.6581], [-3.6559, -1.6278, -2.5050], [-4.7033, -1.0852, -3.4542], [-1.9464, -4.1281, -5.7922], [-2.7388, -2.5620, -5.9208], [-3.0861, -3.6228, -4.5515], [-0.4459, -2.1878, -5.1308], [-0.6333, -3.4374, -3.9091], [-0.8654, 1.1601, -4.1383], [-2.5753, 1.2331, -3.7470], [-1.2935, -0.1886, -6.1375], [-2.2756, 1.2691, -6.1971], [-3.0228, -0.2647, -5.7617], [-3.8601, -1.2716, -1.4953], [-3.7000, -2.7180, -2.4733], [-4.6233, -0.0039, -3.5496], [-5.7050, -1.3068, -3.0813], [-4.6105, -1.5313, -4.4412]],
  "forces_ev_per_angstrom": [[1.052, 0.077, -1.166], [0.167, -0.003, -0.264], [0.082, -0.698, 0.257], [-0.105, 0.104, 0.358], [0.160, -0.018, -0.206], [-0.022, 0.025, 0.052], [-0.002, -0.243, -0.129], [0.214, 0.318, -0.055], [-0.298, -1.278, -0.136], [0.177, 0.979, 1.264], [-0.288, -1.120, -1.050], [0.151, 0.957, -0.189], [0.000, -0.300, -0.139], [-0.205, 0.803, 1.195], [0.015, 0.305, 0.281], [-0.061, 0.221, -0.362], [-0.042, -0.462, -0.016], [-0.040, -0.109, -0.009], [0.031, 0.071, 0.148], [-0.029, 0.006, -0.059], [0.020, -0.152, 0.044], [0.086, 0.083, 0.381], [-0.029, 0.018, -0.002], [-0.073, -0.055, 0.027], [-0.002, 0.024, -0.024], [0.022, 0.064, -0.128], [-0.019, -0.067, -0.076], [-0.072, -0.127, 0.072], [-0.016, 0.126, 0.086], [-0.004, -0.027, -0.007], [0.022, 0.101, -0.007], [0.015, 0.069, 0.070], [-0.004, 0.007, 0.066], [0.011, -0.051, -0.045], [0.000, -0.089, 0.011], [-0.422, 0.476, -0.010], [0.251, -0.054, -0.131], [-0.041, -0.284, 0.194], [0.452, -0.049, -0.227], [-0.538, -0.476, 0.510], [0.418, 0.609, -0.574], [-0.269, 0.129, 0.147], [-0.327, 0.319, 0.066], [-0.850, 0.234, 0.223], [0.331, -0.413, -0.059], [0.176, 0.305, -0.197], [-0.395, 0.065, 0.127], [0.115, -0.560, 0.126], [0.333, -0.444, -0.016], [-0.885, 0.048, 0.282], [0.164, 0.266, -0.195], [0.049, -0.068, 0.377], [0.211, 0.784, -0.433], [0.864, 0.160, -0.380], [-0.298, -0.355, 0.238], [0.340, -0.089, -0.063], [-0.139, -0.185, 0.117], [-0.226, 0.737, -0.237], [0.125, -0.518, 0.170], [-0.092, -0.152, 0.134], [-0.163, 0.000, 0.078], [0.007, 0.201, -0.108], [0.026, -0.163, 0.089], [-0.015, 0.074, 0.007], [-0.038, 0.084, -0.013], [0.015, 0.095, -0.009], [0.183, -0.151, 0.050], [-0.197, 0.114, 0.010], [0.071, 0.095, -0.069], [0.192, -0.004, -0.067], [-0.039, 0.055, 0.062], [0.344, -0.054, -0.095], [0.062, -0.263, 0.260], [-0.185, 0.087, -0.158], [-0.144, -0.115, 0.180], [-0.039, 0.306, 0.023], [-0.035, 0.040, 0.023], [0.098, -0.361, 0.082], [-0.303, 0.377, 0.141], [0.372, -0.006, -0.267], [-0.035, -0.053, 0.024], [-0.059, 0.097, -0.008], [0.045, -0.092, -0.012], [-0.021, -0.090, 0.074], [-0.061, -0.151, 0.119], [0.018, 0.141, -0.148], [0.073, 0.034, 0.030], [-0.035, 0.415, 0.377], [-0.432, -0.597, -0.938], [0.038, -0.250, 0.326], [-0.107, 0.040, 0.001], [0.450, 0.061, 0.005], [-0.043, 0.019, 0.008], [-0.076, -0.067, -0.096], [-0.163, 0.054, -0.083], [-0.169, -0.059, 0.013], [0.123, -0.005, 0.009], [0.110, 0.034, 0.031], [0.015, 0.065, 0.105], [-0.034, 0.079, 0.048], [-0.026, -0.117, -0.105], [-0.005, 0.027, -0.106], [-0.036, -0.061, -0.106], [0.008, -0.092, 0.009], [0.089, -0.042, 0.072], [-0.033, 0.114, -0.109], [-0.094, 0.001, -0.036], [-0.011, 0.041, -0.154]],
  "mulliken_charge": [1.07, -0.63, 1.70, 0.73, -0.71, -0.93, -0.88, -0.66, -0.94, 1.16, -0.80, -0.28, 0.02, -0.30, -0.98, -1.00, 1.01, -0.88, -0.54, -0.73, -0.56, 0.95, 0.40, 0.14, -0.32, 0.53, 0.43, 0.42, 0.60, 0.44, 0.36, 0.38, 0.38, 0.40, 0.44, 0.03, -0.45, -0.64, -0.45, 0.57, 0.51, -1.82, 1.51, -0.39, 0.71, -1.14, -1.08, 0.86, -1.14, 0.93, -0.92, 0.61, -0.23, 0.47, -0.69, -0.65, -0.41, 0.18, -0.89, 0.44, 0.41, 0.41, 0.15, 0.47, 0.47, 0.34, 0.35, 0.39, 0.42, 0.43, 0.40, -0.41, 0.15, -0.61, 0.49, -0.28, -0.88, -0.30, -0.38, -0.25, 0.27, 0.20, 0.46, 0.45, 0.43, 0.59, -1.30, -0.63, -0.06, -0.25, -1.37, -0.17, -1.41, 0.41, 0.24, 0.26, 0.56, 0.27, 0.26, 0.29, 0.31, 0.42, 0.17, -0.08, 0.63, 0.27, 0.44, 0.24],
  "homo_energy_ev": -6.38,
  "energy_ha": -3648.032275
}

=====

2.
{
  "formula": "C20H32N3O4",
  "method": "ωB97M-V/def2-TZVPD",
  "symbols": ["C", "C", "C", "C", "O", "C", "C", "N", "C", "C", "C", "O", "C", "C", "O", "C", "C", "C", "C", "C", "C", "N", "H", "H", "H", "H", "H", "H", "H", "H", "H", "H", "H", "H", "H", "H", "H", "H", "H", "H", "H", "H", "H", "H", "H", "H", "C", "C", "O", "N", "C", "H", "H", "H", "H", "H", "H", "H", "H"],
  "coordinates": [[-1.8844, 0.3743, 7.7717], [-1.3107, -0.9641, 8.2989], [-2.0546, -2.2085, 7.7306], [-1.9928, -2.2752, 6.1895], [-0.9208, -3.1172, 5.7299], [-0.5008, -2.8202, 4.4668], [-1.4584, -2.5654, 3.4176], [-1.1656, -2.3079, 2.1665], [0.1898, -2.3281, 1.9667], [0.6760, -2.1042, 0.6346], [-0.3350, -1.8519, -0.4804], [0.3075, -1.6376, -1.7434], [-0.6985, -1.3287, -2.7082], [-0.6245, 0.1530, -3.0997], [-0.9582, 0.9531, -1.9623], [-1.4990, 2.2087, -2.3382], [-0.4176, 3.1340, -2.9525], [2.0035, -2.0988, 0.3465], [2.9851, -2.2948, 1.3881], [2.5304, -2.5129, 2.6552], [1.1426, -2.5513, 2.9722], [0.7880, -2.8113, 4.2702], [-1.5887, 0.5063, 6.7161], [-1.4436, 1.2360, 8.2979], [-2.9839, 0.3794, 7.8531], [-0.2528, -1.0734, 8.0014], [-1.4293, -0.9669, 9.3937], [-1.6762, -3.1484, 8.1610], [-3.1184, -2.1004, 8.0106], [-2.0004, -1.2835, 5.7113], [-2.9417, -2.7574, 5.8737], [-2.5213, -2.6077, 3.6820], [-0.9884, -2.7398, -0.5454], [-0.8873, -0.9325, -0.2229], [-0.6594, -1.9999, -3.5828], [-1.6881, -1.4680, -2.2337], [0.4193, 0.4038, -3.3647], [-1.3489, 0.3630, -3.9110], [-2.3426, 2.0490, -3.0349], [-1.8674, 2.7101, -1.4307], [-0.9074, 4.0524, -3.3275], [0.2801, 3.4676, -2.1676], [0.1171, 2.6400, -3.7863], [2.3820, -1.9498, -0.6649], [4.0518, -2.2585, 1.1597], [3.2857, -2.6567, 3.4336], [0.5156, 2.3173, -6.9678], [1.7174, 2.6973, -6.1769], [1.9603, 2.3639, -5.0643], [2.7426, 3.6578, -6.7272], [2.8672, 3.8367, -8.2000], [0.0536, 1.4509, -6.5016], [-0.1931, 3.1493, -6.9722], [0.7820, 2.0567, -7.9927], [2.5374, 4.5461, -6.2534], [3.6102, 3.3638, -6.2634], [3.7021, 4.5078, -8.3867], [1.9486, 4.2733, -8.5816], [3.0638, 2.8695, -8.6545]],
  "forces_ev_per_angstrom": [[0.547, -0.357, -0.313], [-0.272, -0.315, -0.220], [0.140, 0.971, -0.276], [-1.641, -0.941, 0.384], [0.175, 0.942, -0.352], [0.402, -0.111, 0.050], [-1.001, -0.040, 0.212], [1.019, -0.478, 1.488], [0.570, 0.380, -1.518], [-0.423, 0.214, -0.871], [0.525, -0.010, 0.703], [-0.642, -0.188, -0.151], [-0.465, 0.545, 0.491], [0.363, -0.223, 0.522], [-0.414, -0.083, -0.295], [0.634, 0.438, -0.043], [-0.543, 0.195, -0.057], [1.482, -0.139, 0.549], [-1.299, 0.140, -0.524], [0.917, -0.033, 0.170], [0.433, -0.195, 0.402], [-0.804, 0.133, -0.520], [-0.361, 0.029, 0.327], [-0.335, -0.355, -0.006], [0.398, 0.181, -0.009], [-0.265, 0.253, 0.472], [0.395, -0.129, -0.310], [-0.100, 0.327, -0.187], [0.350, -0.221, -0.129], [0.429, -0.291, 0.220], [0.380, 0.201, 0.004], [0.375, 0.055, -0.131], [-0.078, 0.493, 0.007], [-0.184, -0.528, -0.057], [0.331, 0.283, 0.238], [0.258, -0.052, -0.385], [-0.401, -0.165, -0.399], [0.389, -0.109, 0.053], [0.217, 0.157, 0.175], [-0.042, -0.437, -0.234], [0.157, -0.361, 0.023], [-0.051, -0.378, -0.375], [-0.286, 0.317, 0.611], [-0.442, 0.021, 0.207], [-0.372, -0.057, 0.096], [-0.622, -0.031, 0.043], [0.327, 0.072, -0.468], [-0.681, -0.916, 1.290], [0.202, -0.057, -0.334], [0.199, 0.584, 0.080], [0.218, 0.101, -0.074], [0.051, 0.099, 0.165], [0.003, 0.007, -0.083], [-0.113, 0.128, -0.046], [-0.077, 0.099, -0.256], [0.088, -0.118, -0.304], [-0.038, -0.011, -0.050], [0.011, -0.060, -0.001], [-0.035, 0.024, -0.002]],
  "mulliken_charge": [-1.06, -0.42, -0.81, -0.39, -0.39, 0.44, -0.08, -0.37, 0.09, 0.40, -0.27, -0.33, -0.96, -0.09, -0.32, -0.50, -0.53, -0.33, -0.72, -0.45, 0.07, -0.60, 0.27, 0.34, 0.28, 0.25, 0.36, 0.30, 0.36, 0.43, 0.23, 0.43, 0.31, 0.32, 0.36, 0.39, 0.14, 0.42, 0.36, 0.30, 0.40, 0.29, -0.19, 0.42, 0.39, 0.41, -1.02, 0.49, -0.42, -0.12, -0.86, 0.24, 0.35, 0.45, 0.41, 0.43, 0.33, 0.38, 0.37],
  "total_charge": 1,
  "homo_energy_ev": -9.97,
  "energy_ha": -1246.196368
}

=====

3.
{
  "formula": "C3H5NO2",
  "method": "ωB97M-V/def2-TZVPD",
  "symbols": ["H", "N", "C", "C", "O", "C", "O", "H", "H", "H", "H"],
  "coordinates": [[0.4381, -0.7218, -2.2580], [1.0713, -0.3988, -1.5245], [0.4660, -0.3050, -0.4320], [1.1138, 0.1067, 0.8589], [-0.8809, -0.7203, -0.3152], [-1.7800, 0.2421, -0.0301], [-1.5398, 1.4163, 0.0209], [1.9212, -0.5968, 1.0797], [0.3946, 0.1004, 1.6791], [1.5550, 1.1021, 0.7729], [-2.7593, -0.2247, 0.1484]],
  "forces_ev_per_angstrom": [[0.110, 0.035, 0.038], [-0.290, -0.022, 0.156], [0.392, 0.047, -0.106], [-0.023, -0.034, 0.052], [-0.067, 0.031, -0.013], [0.026, 0.388, 0.098], [-0.118, -0.544, 0.012], [-0.114, 0.074, -0.005], [0.137, 0.031, -0.088], [-0.134, -0.128, -0.076], [0.083, 0.121, -0.069]],
  "mulliken_charge": [0.27, -0.62, 0.68, -0.89, -0.33, 0.13, -0.46, 0.31, 0.29, 0.25, 0.36],
  "homo_energy_ev": -10.82,
  "energy_ha": -322.542340,
  "smiles": "[H]/N=C(/C)OC=O"
}

=====

4.
{
  "formula": "C4H18N3O3S",
  "method": "ωB97M-V/def2-TZVPD",
  "symbols": ["C", "N", "C", "C", "S", "N", "C", "N", "H", "H", "H", "H", "H", "H", "H", "H", "H", "H", "H", "H", "H", "H", "O", "H", "H", "O", "H", "H", "O"],
  "coordinates": [[0.7710, 1.4791, -0.6521], [2.1631, 1.8365, -0.4524], [0.4644, 0.2603, 0.2699], [0.8489, 0.6674, 1.7201], [-0.2643, 0.1785, 3.0667], [-0.9104, -0.1198, 0.0345], [-1.2883, -1.4754, 0.3335], [-0.9774, -2.4994, -0.6641], [0.0948, 2.3067, -0.4199], [0.6377, 1.3749, -1.7242], [2.8484, 1.8703, -1.1776], [2.4389, 2.1023, 0.4596], [1.0977, -0.5637, -0.0677], [1.9032, 0.3677, 1.8113], [0.8943, 1.7535, 1.8416], [-1.5942, 0.5551, 0.3079], [-2.3605, -1.5185, 0.5574], [-0.9108, -1.7725, 1.3198], [-0.0129, -2.7778, -0.5120], [-1.0222, -2.0912, -1.5934], [-0.3418, -0.3169, -2.1942], [-0.8214, -0.0452, -3.7729], [-0.9610, 0.0430, -2.8355], [1.3942, -2.2903, 2.8933], [2.2756, -1.4081, 2.1479], [2.1693, -2.3541, 2.3098], [-2.8677, 0.7280, -1.3056], [-2.4942, 2.1898, -0.8306], [-3.1747, 1.5197, -0.8712]],
  "forces_ev_per_angstrom": [[1.181, -0.231, 0.345], [-0.144, 0.333, -0.376], [-0.746, 1.168, -0.641], [0.091, 0.103, 0.123], [0.220, -0.523, 0.194], [0.410, -0.719, -1.050], [-0.932, -0.349, 1.412], [0.587, 0.304, 0.109], [-0.115, 0.123, 0.444], [-0.111, -0.659, -0.051], [-0.191, 0.025, -0.125], [0.332, 0.176, 0.455], [0.038, -0.102, 0.077], [-0.087, -0.123, 0.432], [-0.020, 0.179, -0.512], [-0.094, 0.139, 0.574], [-0.109, 0.378, -0.515], [0.517, -0.210, -0.307], [-0.016, -0.132, -0.162], [-0.184, -0.116, 0.042], [0.269, -0.144, -0.347], [0.877, -0.524, -0.044], [-1.534, 0.715, 0.136], [-0.053, -0.146, -0.081], [0.180, -0.035, -0.178], [-0.252, 0.207, 0.256], [0.841, -0.036, -0.335], [0.443, -0.306, -0.310], [-1.396, 0.504, 0.436]],
  "mulliken_charge": [-0.42, -0.43, 0.41, -1.76, -0.50, 0.01, -0.88, -0.66, 0.22, 0.41, 0.13, 0.15, -0.04, 0.51, 0.27, 0.40, 0.43, 0.24, 0.31, 0.34, 0.30, 0.23, -0.55, 0.31, 0.29, -0.69, 0.33, 0.32, -0.69],
  "total_charge": -1,
  "homo_energy_ev": -2.92,
  "energy_ha": -951.381667
}

=====

Repeat the third record exactly.
{
  "formula": "C3H5NO2",
  "method": "ωB97M-V/def2-TZVPD",
  "symbols": ["H", "N", "C", "C", "O", "C", "O", "H", "H", "H", "H"],
  "coordinates": [[0.4381, -0.7218, -2.2580], [1.0713, -0.3988, -1.5245], [0.4660, -0.3050, -0.4320], [1.1138, 0.1067, 0.8589], [-0.8809, -0.7203, -0.3152], [-1.7800, 0.2421, -0.0301], [-1.5398, 1.4163, 0.0209], [1.9212, -0.5968, 1.0797], [0.3946, 0.1004, 1.6791], [1.5550, 1.1021, 0.7729], [-2.7593, -0.2247, 0.1484]],
  "forces_ev_per_angstrom": [[0.110, 0.035, 0.038], [-0.290, -0.022, 0.156], [0.392, 0.047, -0.106], [-0.023, -0.034, 0.052], [-0.067, 0.031, -0.013], [0.026, 0.388, 0.098], [-0.118, -0.544, 0.012], [-0.114, 0.074, -0.005], [0.137, 0.031, -0.088], [-0.134, -0.128, -0.076], [0.083, 0.121, -0.069]],
  "mulliken_charge": [0.27, -0.62, 0.68, -0.89, -0.33, 0.13, -0.46, 0.31, 0.29, 0.25, 0.36],
  "homo_energy_ev": -10.82,
  "energy_ha": -322.542340,
  "smiles": "[H]/N=C(/C)OC=O"
}